Entry 1:
DFT (wB97M-V/def2-TZVPD) results for a structure of composition C16H38ClO8Si2TeV.

Computed properties:
Energy in eV: -94835.65253
Total charge: +1
Kohn-Sham gap (alpha / beta) in eV: 8.23 / 7.67
2S+1: 2
Energy relative to the best compared isomer or geometry (same formula, charge and spin) in eV: 0.000

```
67
C16H38ClO8Si2TeV | OMol25 | wB97M-V/def2-TZVPD
V 0.300 0.612 1.284
C -1.448 2.092 3.205
C -1.954 2.619 1.874
O -1.120 2.096 0.820
C -0.600 3.026 -0.142
C 0.747 3.515 0.349
O 1.503 2.340 0.695
C 2.603 2.605 1.572
C 3.040 1.284 2.164
O 1.897 0.521 2.576
C 1.468 0.567 3.958
C 0.777 1.885 4.251
O -0.024 2.261 3.134
H -1.707 1.044 3.354
H -1.875 2.691 4.014
H -1.894 3.708 1.849
H -2.981 2.298 1.706
H -1.289 3.859 -0.288
H -0.515 2.465 -1.072
H 0.629 4.130 1.245
H 1.273 4.085 -0.419
H 2.274 3.305 2.344
H 3.427 3.056 1.013
H 3.721 1.441 3.003
H 3.539 0.669 1.416
H 2.326 0.413 4.614
H 0.786 -0.275 4.051
H 1.516 2.678 4.380
H 0.196 1.823 5.172
O -0.912 -0.176 -1.745
Cl -1.751 -0.993 1.233
O -3.007 -0.616 1.848
O -1.741 -2.386 0.860
O -0.639 -0.819 2.332
C 3.442 -3.159 -2.731
Si 2.682 -3.289 -1.031
C 2.584 -5.053 -0.447
C 3.650 -2.229 0.186
C 0.925 -2.578 -1.077
Te 0.970 -0.479 -1.306
C -1.367 -0.340 -3.104
Si -3.266 -0.231 -3.022
C -3.906 -0.122 -4.774
C -3.661 1.321 -2.049
C -3.908 -1.747 -2.148
H 4.502 -3.418 -2.702
H 3.360 -2.150 -3.141
H 2.955 -3.843 -3.429
H 3.576 -5.506 -0.393
H 1.981 -5.655 -1.130
H 2.130 -5.118 0.543
H 4.689 -2.557 0.254
H 3.212 -2.280 1.186
H 3.675 -1.178 -0.126
H 0.368 -2.793 -0.167
H 0.360 -2.962 -1.929
H -1.045 -1.305 -3.514
H -0.945 0.444 -3.743
H -3.530 0.763 -5.290
H -4.997 -0.071 -4.780
H -3.618 -0.999 -5.357
H -3.276 2.215 -2.547
H -3.224 1.263 -1.049
H -4.740 1.444 -1.934
H -3.719 -2.648 -2.737
H -4.986 -1.677 -1.992
H -3.438 -1.885 -1.172
```



Entry 2:
DFT (wB97M-V/def2-TZVPD) results for a cluster of 10 separate species, C16H38FN19O11S in total at a distorted geometry.

Computed properties:
Energy in eV: -81603.86794
Kohn-Sham gap in eV: 7.50
SMILES string: O=C1C=C(F)C(=O)C(N=C=S)=C1.NC(N)=O.NC(N)=O.NC(N)=O.NC(N)=O.NC(N)=O.NC(N)=O.NC(N)=O.NC(N)=O.NC(N)=O

```
86
C16H38FN19O11S | OMol25 | wB97M-V/def2-TZVPD
O -0.604 4.491 -1.435
C -0.887 3.341 -1.152
C -0.265 2.671 -0.004
C -0.358 1.358 0.103
F 0.193 0.668 1.073
C -1.093 0.581 -0.915
O -0.938 -0.624 -0.982
C -1.979 1.291 -1.851
N -2.904 0.501 -2.600
C -4.086 0.786 -2.412
S -5.515 1.379 -2.487
C -1.868 2.608 -1.984
H 0.288 3.264 0.700
H -2.474 3.167 -2.674
N 0.451 -3.689 3.290
C 0.082 -3.416 2.001
N 0.155 -2.097 1.682
O -0.279 -4.288 1.216
H 0.749 -2.982 3.934
H 0.421 -4.638 3.602
H -0.097 -1.821 0.750
H 0.451 -1.414 2.358
N 2.226 -5.754 7.249
C 1.192 -5.363 6.450
N 0.360 -6.376 6.072
O 1.024 -4.204 6.096
H 2.361 -6.711 7.533
H 2.870 -5.050 7.552
H -0.421 -6.140 5.489
H 0.499 -7.331 6.363
N -7.353 4.445 -0.477
C -7.753 4.440 -1.786
N -8.192 5.643 -2.269
O -7.718 3.435 -2.473
H -7.371 5.258 0.107
H -7.025 3.578 -0.096
H -8.490 5.670 -3.225
H -8.228 6.481 -1.723
N 3.219 2.074 -3.447
C 2.199 1.420 -2.812
N 1.405 0.663 -3.628
O 2.008 1.517 -1.610
H 3.392 2.011 -4.432
H 3.819 2.643 -2.882
H 0.645 0.164 -3.200
H 1.544 0.576 -4.619
N 2.294 -0.388 5.692
C 2.079 0.226 4.491
N 2.908 1.275 4.206
O 1.207 -0.137 3.720
H 3.005 -0.108 6.338
H 1.702 -1.166 5.925
H 2.774 1.739 3.328
H 3.632 1.593 4.821
N 2.877 -10.751 7.262
C 2.583 -9.535 6.724
N 3.223 -9.227 5.562
O 1.789 -8.764 7.254
H 3.520 -11.398 6.850
H 2.416 -10.998 8.117
H 3.020 -8.336 5.145
H 3.874 -9.839 5.108
N 1.355 3.971 -4.905
C 1.024 4.114 -6.217
N 0.987 5.406 -6.662
O 0.782 3.158 -6.942
H 1.559 4.745 -4.294
H 1.385 3.042 -4.545
H 0.747 5.558 -7.622
H 1.188 6.193 -6.071
N -2.833 -2.729 -2.048
C -3.867 -2.906 -2.921
N -4.204 -4.212 -3.175
O -4.451 -1.971 -3.446
H -2.341 -3.483 -1.607
H -2.549 -1.785 -1.853
H -4.959 -4.373 -3.813
H -3.739 -4.994 -2.758
N 3.433 8.429 -5.574
C 3.495 7.547 -4.531
N 4.754 7.184 -4.146
O 2.495 7.115 -3.979
H 4.240 8.795 -6.040
H 2.523 8.720 -5.876
H 4.831 6.542 -3.381
H 5.588 7.526 -4.582
```



Entry 3:
DFT (wB97M-V/def2-TZVPD) results for a structure of composition C16H38N4NaO12 at a distorted geometry.

Computed properties:
Energy in eV: -52149.80337
Total charge: -3
Kohn-Sham gap in eV: 2.01

```
71
C16H38N4NaO12 | OMol25 | wB97M-V/def2-TZVPD
Na 0.237 0.869 0.395
C -1.875 -0.694 1.771
O -1.545 0.356 2.444
O -1.738 -1.880 2.256
O -1.825 -0.590 0.479
C 2.491 -1.736 0.012
O 2.316 -2.944 -0.391
O 1.637 -1.148 0.763
O 3.568 -1.095 -0.386
C 2.742 -1.306 6.329
O 1.830 -0.476 5.674
C 2.084 0.913 5.745
C 0.989 1.552 4.929
N 1.123 1.293 3.508
C 2.142 2.078 2.810
C 1.641 3.431 2.268
O 0.500 3.225 1.474
C -0.215 4.393 1.230
H 3.763 -0.904 6.314
H 2.805 -2.318 5.931
H 2.403 -1.390 7.373
H 3.081 1.110 5.327
H 2.139 1.248 6.792
H 0.854 2.610 5.217
H 0.065 1.068 5.253
H 0.223 1.388 3.043
H 2.773 1.548 2.086
H 2.984 2.135 3.520
H 2.453 3.904 1.703
H 1.401 4.034 3.153
H -1.039 4.181 0.547
H 0.342 5.191 0.720
H -0.645 4.786 2.159
C 1.653 -2.795 -5.176
O 0.442 -2.401 -4.593
C 0.629 -1.596 -3.414
C -0.642 -1.125 -2.739
N -1.340 -2.199 -2.019
C -2.143 -3.108 -2.833
C -3.617 -2.799 -2.729
O -4.363 -3.815 -3.417
C -5.754 -3.656 -3.266
H 1.993 -2.043 -5.900
H 1.511 -3.732 -5.718
H 2.406 -2.913 -4.391
H 1.173 -0.683 -3.702
H 1.330 -2.124 -2.759
H -1.267 -0.574 -3.461
H -0.364 -0.386 -1.996
H -1.903 -1.702 -1.328
H -2.035 -4.088 -2.352
H -1.784 -3.206 -3.856
H -3.836 -1.835 -3.210
H -3.950 -2.743 -1.688
H -6.003 -4.118 -2.305
H -6.287 -4.118 -4.099
H -6.111 -2.620 -3.246
C -2.024 1.933 -1.788
O -0.874 2.144 -1.421
N -2.770 0.930 -1.252
N -2.688 2.634 -2.773
H -3.664 0.717 -1.649
H -2.352 0.351 -0.483
H -3.680 2.528 -2.803
H -2.196 3.350 -3.274
C 3.570 2.126 -0.923
O 2.623 1.187 -0.529
H 3.049 3.032 -1.252
H 4.198 2.548 -0.116
H 4.275 1.750 -1.672
H 3.091 0.318 -0.318
```